Entry 1:
The following is a DFT calculation (ωB97M-V/def2-TZVPD) of C41H74BF5N5O11P2S as an isolated structure.

```
140
Properties=species:S:1:pos:R:3:forces:R:3:mulliken_charge:R:1
C -1.2459 -4.3724 -3.1877 0.06 -0.08 -0.04 -1.174
C -2.2388 -3.2306 -3.3640 0.01 0.13 0.01 -0.632
C -1.8744 -1.9553 -2.5966 0.14 -0.24 0.23 -0.577
C -0.3796 -1.5897 -2.6150 -0.25 0.08 -0.23 -0.131
C -0.1639 -0.0639 -2.6303 0.23 -0.52 0.07 -1.242
C 1.1541 0.2731 -1.9145 -0.23 -0.28 -0.22 -0.888
N 1.4007 1.6873 -1.2966 0.48 -0.75 -0.15 1.212
C 0.6742 2.7085 -2.1924 0.07 0.31 0.07 1.240
F 1.0802 3.9134 -1.7661 0.03 0.28 0.07 -0.318
F -0.6167 2.5975 -1.8974 -0.15 0.02 0.07 -0.255
C 0.8489 2.6350 -3.6971 0.22 -0.13 0.24 -0.260
C -0.2946 2.5233 -4.4707 -0.40 0.01 -0.06 -0.505
C -0.2054 2.5428 -5.8438 -0.17 -0.06 -0.28 -0.793
C 1.0191 2.6748 -6.4740 -0.22 0.00 -0.29 -0.937
C 2.1485 2.8155 -5.7022 0.15 0.01 -0.13 -0.259
C 3.5116 2.9771 -6.3024 0.26 0.03 -0.26 1.041
F 4.0763 4.1554 -5.9372 -0.09 -0.15 -0.01 -0.258
F 4.3471 2.0130 -5.8671 -0.04 0.07 -0.05 -0.259
F 3.4930 2.9341 -7.6382 0.02 0.03 0.21 -0.288
C 2.0677 2.8086 -4.3260 0.06 0.01 0.32 0.475
C 2.9479 1.8939 -1.3860 0.43 -0.01 0.46 -0.749
C 3.5338 3.2136 -0.8649 -0.07 0.49 0.03 -1.274
C 4.3879 4.0404 -1.8604 0.27 0.13 0.08 -0.448
O 4.9874 3.1712 -2.8182 -0.17 -0.06 -0.09 -0.607
C 3.7197 5.2585 -2.5239 0.38 0.32 -0.04 -0.657
N 4.6071 6.4086 -2.7187 0.00 -0.24 0.16 -0.665
C 3.6685 0.6736 -0.7905 0.48 -0.24 -0.20 0.190
C 5.1880 0.8510 -0.7736 -0.05 -0.43 0.16 -1.950
N 3.1007 0.2534 0.4778 -0.62 -0.11 -0.47 1.214
N 3.3343 -1.0423 0.9153 0.16 0.02 -0.03 -0.600
C 2.9297 -2.1390 0.0160 0.44 -0.14 -0.41 0.562
C 1.6643 -2.8632 0.3396 0.07 -0.12 -0.33 -1.061
O 3.6616 -2.4119 -0.9066 -0.56 0.21 0.54 -0.569
C 4.4520 -1.2770 1.7508 0.13 0.07 -0.10 0.491
C 4.5013 -2.6596 2.3365 -0.28 0.10 -0.01 -0.897
O 5.2476 -0.4085 1.9988 -0.15 0.03 0.29 -0.524
C 2.0945 1.0608 1.1804 0.45 0.34 0.26 -1.240
S 1.4669 -0.1534 2.4258 -0.17 -0.33 0.31 0.050
B 2.9237 2.0618 2.2134 0.21 0.12 -0.15 1.608
O 4.2401 2.2534 1.9408 -0.13 -0.26 0.03 -0.667
O 2.4476 2.6717 3.3443 0.05 -0.20 0.09 -0.626
C 0.9620 1.6825 0.2146 -0.41 0.40 0.21 0.372
P 0.4738 3.3585 1.0015 -0.82 0.44 -0.39 0.012
N -0.7422 4.1093 0.4058 0.26 -0.14 0.11 -0.760
P -0.7066 0.7945 0.4551 -0.24 -0.74 -0.22 0.399
O -0.7023 -0.6604 0.1813 0.05 0.01 0.02 -0.650
H -0.3142 -4.2000 -3.7263 0.04 0.05 0.01 0.293
H -1.6576 -5.3050 -3.5709 -0.02 -0.03 0.02 0.424
H -0.9931 -4.5256 -2.1368 -0.05 -0.02 0.06 0.235
H -3.2136 -3.5664 -3.0078 -0.11 0.05 -0.07 0.277
H -2.3573 -2.9966 -4.4247 0.05 -0.08 -0.06 0.359
H -2.4694 -1.1164 -2.9631 -0.07 0.00 -0.09 0.480
H -2.1563 -2.1012 -1.5518 -0.03 0.16 0.04 -0.038
H 0.0810 -2.0209 -1.7357 0.16 -0.12 0.08 -0.638
H 0.0944 -2.0299 -3.4934 0.12 0.04 -0.01 0.891
H -1.0467 0.4008 -2.2114 0.02 0.14 0.07 0.406
H -0.0666 0.2039 -3.6761 -0.23 0.35 -0.01 0.927
H 1.9590 0.1035 -2.6231 0.03 0.22 -0.05 0.770
H 1.2865 -0.4318 -1.1039 0.01 0.15 0.20 -0.394
H -1.2700 2.4242 -4.0205 0.02 -0.02 0.09 0.607
H -1.1030 2.4421 -6.4364 -0.04 0.03 -0.01 0.476
H 1.0669 2.6769 -7.5527 0.12 0.01 -0.04 0.533
H 2.9805 2.9618 -3.7811 0.07 -0.03 0.12 -0.447
H 3.1963 1.7953 -2.4317 -0.23 0.12 -0.21 1.555
H 2.8146 3.9254 -0.4955 -0.37 -0.06 0.03 0.241
H 4.1538 3.0092 -0.0028 0.07 -0.22 -0.13 0.441
H 5.1826 4.4826 -1.2488 0.07 -0.13 0.06 0.595
H 5.1124 3.6408 -3.6497 0.16 0.07 -0.01 0.391
H 2.9035 5.6109 -1.8979 -0.22 -0.06 -0.14 0.371
H 3.3486 4.9989 -3.5166 -0.32 -0.07 0.12 0.069
H 4.8185 6.8372 -1.8261 0.03 0.06 0.00 0.303
H 5.4951 6.1306 -3.1205 0.00 0.04 -0.13 0.280
H 3.5569 -0.1394 -1.5088 -0.29 -0.10 0.13 0.621
H 5.5377 1.5666 -0.0408 0.04 0.16 -0.07 0.283
H 5.6037 -0.1128 -0.4868 0.04 -0.03 0.01 0.506
H 5.5495 1.0613 -1.7770 0.00 0.23 0.00 0.447
H 0.8651 -2.2059 0.6718 0.01 0.03 0.06 0.019
H 1.8761 -3.5918 1.1246 -0.04 0.10 0.14 0.541
H 1.3655 -3.4190 -0.5459 -0.05 -0.06 -0.01 0.387
H 3.4959 -3.0353 2.5208 -0.01 -0.04 0.03 0.077
H 5.0015 -3.3431 1.6517 0.16 -0.03 0.06 0.256
H 5.0204 -2.5988 3.2881 0.20 -0.16 -0.04 0.272
H 0.6793 0.6627 3.1441 0.01 0.26 -0.14 0.241
H 4.8031 2.1919 2.7205 0.06 0.31 0.00 0.294
H 1.6291 2.3359 3.7126 -0.03 0.03 0.04 0.297
H 1.6687 4.0823 1.0812 0.17 -0.21 0.04 0.155
H 0.2479 2.8746 2.2911 0.34 -0.13 0.14 0.127
H -1.5441 4.1828 1.0177 -0.11 0.02 -0.11 0.294
H -1.6611 1.4912 -0.2733 0.03 0.27 0.00 0.243
H -1.0250 1.1432 1.7704 0.09 0.23 0.06 0.345
C 6.1487 -1.0183 6.0179 -0.10 -0.09 -0.07 -0.924
C 6.5954 -2.4390 6.2775 0.07 0.08 0.04 0.855
O 5.9718 -3.3858 5.8598 -0.08 0.00 -0.10 -0.547
C 7.8596 -2.6122 7.0817 -0.05 -0.15 -0.02 -1.162
H 5.2316 -1.0239 5.4327 0.00 0.01 -0.01 0.102
H 5.9727 -0.5030 6.9635 0.07 0.03 0.01 0.412
H 6.9225 -0.4761 5.4721 0.03 0.03 0.05 0.310
H 7.7445 -2.1539 8.0651 0.04 0.07 -0.02 0.334
H 8.6947 -2.1252 6.5758 0.00 0.06 0.04 0.328
H 8.0755 -3.6707 7.1993 0.00 -0.01 0.00 0.312
C -6.4192 0.5102 0.2452 0.02 0.32 0.02 -0.912
C -4.9309 0.4429 0.4337 -0.09 -0.18 -0.03 0.861
O -4.2529 1.4405 0.5740 0.26 -0.03 0.02 -0.586
C -4.3285 -0.9411 0.4261 0.18 0.15 0.02 -0.259
H -6.7526 1.5452 0.2612 0.02 0.01 0.01 0.360
H -6.6831 0.0502 -0.7076 -0.06 -0.14 0.07 0.131
H -6.9271 -0.0397 1.0389 -0.05 -0.10 -0.09 0.133
H -4.5595 -1.4387 -0.5173 -0.10 -0.05 0.05 0.058
H -4.7664 -1.5388 1.2274 -0.07 -0.04 -0.05 0.462
H -3.2487 -0.8903 0.5587 0.00 -0.02 0.00 -0.285
C -8.8370 -2.1480 -2.6302 0.08 0.08 0.13 -1.106
C -7.4572 -2.7445 -2.5123 -0.12 -0.04 -0.06 0.813
O -6.6804 -2.3805 -1.6584 0.13 0.05 0.02 -0.464
C -7.0934 -3.8188 -3.5068 0.13 0.02 0.10 -1.065
H -8.9807 -1.3938 -1.8603 -0.01 0.00 0.01 0.244
H -8.9658 -1.6942 -3.6141 -0.04 -0.06 -0.03 0.344
H -9.5918 -2.9272 -2.5156 -0.01 -0.01 -0.08 0.354
H -7.1593 -3.4257 -4.5225 -0.07 -0.03 -0.02 0.354
H -7.7869 -4.6566 -3.4226 -0.05 0.02 -0.06 0.356
H -6.0812 -4.1675 -3.3178 0.01 -0.01 0.00 0.173
C -9.5905 -2.0128 3.9099 -0.06 0.00 -0.14 -1.142
C -9.2626 -0.6645 3.3151 0.00 -0.03 0.12 0.896
O -9.5610 -0.3809 2.1798 0.05 0.01 -0.10 -0.541
C -8.5431 0.3149 4.2130 -0.01 0.07 -0.14 -1.160
H -10.1044 -2.6226 3.1716 0.00 0.00 0.00 0.306
H -8.6752 -2.5173 4.2241 -0.01 0.02 0.08 0.312
H -10.2283 -1.8908 4.7866 0.05 -0.01 0.05 0.347
H -7.5899 -0.1055 4.5392 -0.03 -0.03 0.07 0.300
H -9.1436 0.5206 5.1002 0.04 -0.05 0.05 0.412
H -8.3657 1.2426 3.6746 0.00 0.01 0.00 0.289
C -0.3558 -2.8956 6.1822 0.14 -0.04 -0.07 -1.255
C -0.5751 -2.8391 4.6911 -0.11 -0.01 0.06 0.866
O 0.3023 -3.1181 3.9076 0.14 0.07 -0.12 -0.494
C -1.9470 -2.4193 4.2167 0.09 0.00 -0.14 -0.897
H 0.6634 -3.2101 6.3914 0.01 0.00 0.00 0.319
H -0.5326 -1.9143 6.6261 -0.08 -0.02 0.02 0.333
H -1.0527 -3.6014 6.6363 -0.05 0.05 0.02 0.367
H -2.1844 -1.4205 4.5892 -0.05 -0.03 0.07 0.319
H -2.7019 -3.1083 4.5980 -0.02 0.04 0.06 0.448
H -1.9736 -2.4179 3.1289 0.01 0.00 -0.01 0.030
```
Forces are in eV/Å.

Lowest unoccupied orbital energy in eV: -2.3
Kohn-Sham gap in eV: 8.87
HOMO level in eV: -11.14
Total charge: +1


Entry 2:
The following is a DFT calculation (ωB97M-V/def2-TZVPD) of C7H15NO4Se2W as an isolated structure.

```
30
Properties=species:S:1:pos:R:3:forces:R:3:mulliken_charge:R:1
W 0.2181 -0.1104 0.4467 -0.35 -0.13 0.01 1.084
O 2.3062 -2.7034 2.4419 0.00 0.09 -0.01 -0.409
C 3.2109 -1.9027 3.1819 0.01 -0.02 -0.02 -1.183
C 2.8939 -0.4365 2.9144 0.02 0.18 0.14 2.091
C 3.8339 0.3982 3.8468 -0.01 -0.08 0.09 -1.262
O 3.6082 1.7812 3.6857 -0.09 0.00 -0.25 -0.528
C 3.2441 0.0200 1.5022 -0.01 -0.14 -0.17 -1.514
Se 2.3742 -0.8580 -0.0841 0.11 0.08 0.14 0.067
C 1.4887 -0.0279 3.3670 -0.05 -0.14 -0.08 -1.469
Se -0.1092 -0.9788 2.6031 0.12 0.11 -0.17 0.034
H 2.4751 -3.6349 2.6151 0.02 -0.11 0.01 0.312
H 4.2463 -2.1044 2.8877 0.00 0.00 0.00 0.450
H 3.1245 -2.0970 4.2559 -0.01 -0.01 0.00 0.485
H 4.8731 0.1238 3.6541 -0.01 -0.01 -0.05 0.567
H 3.6040 0.1222 4.8785 0.06 -0.01 0.03 0.452
H 4.4193 2.2289 3.4272 0.04 0.01 0.14 0.365
H 4.2873 -0.2089 1.2834 0.02 0.05 0.03 0.607
H 3.1020 1.0928 1.3904 0.01 0.01 0.01 0.532
H 1.3323 1.0413 3.2345 0.00 0.01 0.02 0.538
H 1.3525 -0.2569 4.4238 0.02 0.03 0.01 0.589
C -2.1951 2.3586 -0.5275 0.01 0.00 0.00 -1.122
C -0.8950 2.7557 0.0627 -0.04 -0.09 -0.02 0.902
N -0.5744 3.9957 0.2639 0.02 0.02 -0.01 -0.295
O -0.0273 1.8501 0.4056 0.09 0.04 0.00 -0.505
H -2.8208 3.2136 -0.7684 0.01 0.01 0.00 0.379
H -2.7233 1.7165 0.1813 -0.01 0.00 0.00 0.339
H -2.0116 1.7789 -1.4350 -0.01 0.00 -0.01 0.343
H -1.2097 4.7425 0.0160 0.00 0.00 0.00 0.249
H 0.3222 4.2456 0.6629 0.00 0.00 0.00 0.249
O -0.8102 -0.9366 -0.5640 0.06 0.11 0.13 -0.347
```
Forces are in eV/Å.

Lowest unoccupied orbital energy in eV: -8.5
Kohn-Sham gap in eV: 7.56
HOMO level in eV: -16.11
Total charge: +2


Entry 3:
The following is a DFT calculation (ωB97M-V/def2-TZVPD) of C34H43Ge2N5O2SW as an isolated structure.

```
88
Properties=species:S:1:pos:R:3:forces:R:3:lowdin_spin:R:1
W -0.0114 0.3749 0.0277 -1.89 1.67 -0.80 1.759
N -1.1331 -1.0219 1.3591 0.14 0.01 -0.14 0.030
C -2.3793 -0.4459 1.9243 -0.02 -0.24 -0.04 0.006
C -1.9983 0.8928 2.4802 0.00 0.25 0.04 0.004
N -1.2182 1.6534 1.4607 0.16 0.15 -0.07 0.006
C -2.0356 2.6549 0.7003 0.04 -0.02 0.22 0.004
C -2.7832 1.9743 -0.4110 -0.03 -0.03 -0.16 0.004
N -1.7814 1.2630 -1.2551 0.05 -0.06 0.19 0.042
H -1.3182 -1.9477 0.9862 0.06 -0.09 0.03 0.003
H -0.4673 -1.2065 2.1195 -0.04 -0.13 0.10 0.009
H -2.7834 -1.0864 2.7072 0.01 -0.05 0.02 0.000
H -3.1246 -0.3796 1.1355 -0.03 0.00 -0.03 0.001
H -1.3545 0.7557 3.3457 0.02 -0.02 0.06 0.000
H -2.8684 1.4637 2.8025 -0.02 0.02 0.00 0.000
H -0.5148 2.1935 1.9617 0.03 0.01 0.04 0.002
H -1.3442 3.3842 0.2890 0.01 0.08 -0.01 0.000
H -2.7121 3.1794 1.3741 -0.03 -0.04 0.05 0.000
H -3.3453 2.7156 -0.9777 0.02 -0.02 -0.11 0.001
H -3.5003 1.2448 -0.0445 -0.04 0.00 0.04 0.000
H -1.3289 1.9556 -1.8490 0.03 -0.01 -0.04 0.003
H -2.2513 0.6164 -1.8832 0.01 -0.02 -0.03 0.003
O 0.6518 2.4298 -0.2722 0.25 -0.33 0.28 0.021
S 1.9103 2.1586 -1.0965 0.16 -0.51 0.17 0.014
O 3.1381 2.3197 -0.3960 -0.14 0.04 0.09 0.003
N 1.4830 0.6341 -1.3835 -0.01 -0.10 -0.32 0.091
C 1.6365 -0.2130 -2.4941 0.20 0.23 0.60 -0.005
C 2.5621 -0.1462 -3.4903 0.27 -0.08 -0.38 0.035
C 2.5221 -1.1009 -4.5403 0.10 0.22 0.14 -0.006
C 1.5680 -2.0742 -4.5708 -0.13 -0.08 0.07 0.028
C 0.5984 -2.1488 -3.5345 0.11 -0.13 -0.20 -0.001
C -0.4604 -3.0761 -3.5222 0.02 -0.11 -0.16 0.033
C -1.3961 -3.0218 -2.5225 -0.07 -0.01 0.12 0.000
C -1.2472 -2.0826 -1.5024 -0.11 -0.31 -0.10 0.028
N -0.2345 -1.2294 -1.4308 0.33 0.21 -0.10 0.000
C 0.6668 -1.2254 -2.4817 -0.23 -0.17 0.10 0.006
C 1.9188 3.1128 -2.5093 -0.18 0.18 -0.36 0.002
C 0.9261 2.9357 -3.4829 0.20 0.14 0.12 0.000
C 0.9394 3.7624 -4.5851 0.02 0.06 -0.06 0.000
C 1.9226 4.7473 -4.6991 -0.01 0.00 -0.02 -0.001
C 2.9036 4.9043 -3.7291 0.01 0.02 -0.03 0.000
C 2.9200 4.0795 -2.6151 -0.17 -0.06 -0.19 0.000
H 3.3243 0.6252 -3.4882 -0.04 -0.06 -0.01 0.002
H 3.2617 -1.0447 -5.3284 -0.02 0.02 0.04 -0.001
H 1.5319 -2.7914 -5.3814 -0.01 0.02 0.04 0.001
H -0.5453 -3.8096 -4.3169 0.02 0.04 0.03 0.001
H -2.2412 -3.6953 -2.4987 0.01 0.01 -0.01 -0.001
H -1.9977 -2.0340 -0.7287 -0.10 -0.01 0.02 0.002
H 0.1849 2.1502 -3.3951 0.03 -0.02 0.00 0.000
H 0.1953 3.6455 -5.3614 0.02 0.02 0.00 0.000
H 1.9237 5.3962 -5.5655 0.00 -0.01 0.01 0.000
H 3.6605 5.6687 -3.8396 -0.01 -0.01 -0.01 0.000
H 3.6802 4.1760 -1.8528 -0.03 -0.01 0.00 0.000
C 4.0257 1.4919 4.4591 0.29 -0.21 0.02 0.037
Ge 2.5215 1.9282 3.3416 -0.22 0.41 0.07 0.154
C 0.8832 1.9454 4.3902 -0.21 -0.02 0.11 0.044
C 2.7519 3.6092 2.4255 0.05 0.07 -0.21 0.028
Ge 1.9870 0.0576 1.6196 1.50 -1.57 0.88 0.264
C 3.7587 -0.5249 1.0425 0.18 0.20 -0.23 0.086
C 3.8514 -1.7397 0.3246 0.04 0.44 0.22 0.046
C 5.0694 -2.1660 -0.1720 0.16 0.06 0.10 0.005
C 6.2239 -1.4392 0.1117 -0.03 0.10 0.05 0.053
C 6.1517 -0.2469 0.8366 0.18 -0.29 -0.13 0.005
C 4.9334 0.2080 1.2930 -0.44 -0.09 -0.35 0.027
C 1.5990 -1.6459 2.6137 -0.22 0.05 0.10 0.062
C 1.9135 -1.6527 3.9771 -0.18 -0.13 -0.07 0.019
C 1.7466 -2.8023 4.7456 0.05 0.03 -0.05 0.006
C 1.2944 -3.9737 4.1578 -0.02 -0.01 -0.05 -0.001
C 0.9933 -3.9934 2.7999 0.03 -0.03 0.09 0.000
C 1.1387 -2.8413 2.0407 0.07 0.12 0.11 0.004
H 3.9229 2.1579 5.3213 0.01 -0.04 0.00 0.008
H 4.9660 1.7125 3.9599 0.02 0.00 0.05 0.000
H 4.0408 0.4626 4.8074 0.04 0.02 0.03 0.000
H 1.1466 2.3192 5.3837 -0.03 0.01 -0.04 0.007
H 0.4498 0.9553 4.5252 -0.01 0.01 0.03 0.001
H 0.1502 2.6396 3.9722 -0.03 -0.04 0.04 0.000
H 2.8012 4.3775 3.2022 -0.01 0.00 -0.03 0.007
H 1.9161 3.8256 1.7614 0.02 0.06 0.02 0.000
H 3.6757 3.6311 1.8493 -0.05 0.02 0.03 0.000
H 2.9742 -2.3424 0.1365 -0.11 -0.04 0.04 0.001
H 5.1325 -3.0798 -0.7490 0.00 0.00 0.04 0.000
H 7.1870 -1.8073 -0.2204 -0.05 0.05 -0.04 0.002
H 7.0522 0.3207 1.0317 0.00 -0.03 0.02 0.000
H 4.8903 1.1549 1.8103 -0.03 0.06 0.03 0.001
H 2.2974 -0.7645 4.4626 -0.02 0.01 0.01 0.003
H 1.9865 -2.7828 5.8015 0.01 0.00 -0.04 0.001
H 1.1875 -4.8733 4.7504 -0.02 0.04 -0.02 0.000
H 0.6543 -4.9118 2.3358 0.02 0.03 0.01 0.000
H 0.9105 -2.8944 0.9805 0.00 0.03 -0.10 0.002
```
Forces are in eV/Å.

Lowest unoccupied orbital energy (spin up / spin down) in eV: -8.5 / -10.9
Kohn-Sham gap (spin up / spin down) in eV: 7.42 / 4.89
Energy relative to the best compared isomer or geometry (same formula, charge and spin) in kcal/mol: 24.6
HOMO level (spin up / spin down) in eV: -15.92 / -15.79
2S+1: 4
Total charge: +3


> Which value of total charge does entry 2 give?

+2


> What is the total charge in the second record?

+2


> Which of these has the lowest total charge?

C41H74BF5N5O11P2S